Entry 1:
ClHNO3P | ωB97M-V/def2-TZVPD

Output
LUMO level ... -2.662 eV
HOMO level ... -11.476 eV
Kohn-Sham gap ... 8.814 eV
ΔE to the lowest compared entry with this formula, charge and spin ... 2.65 kJ/mol

XYZ file:
```
7
Properties=species:S:1:pos:R:3:mulliken_charge:R:1
N -1.114 -0.343 -0.252 0.061
O 1.486 0.209 0.806 -0.622
O -0.641 -1.348 0.229 -0.090
O 0.889 -1.699 2.553 -0.522
P 1.113 -1.192 1.196 1.026
Cl 1.712 -2.750 -0.023 -0.169
H -0.365 0.429 0.079 0.316
```

Entry 2:
C40H46CdP2Si | ωB97M-V/def2-TZVPD

Output
LUMO level ... -0.827 eV
HOMO level ... -7.769 eV
Kohn-Sham gap ... 6.942 eV
ΔE to the lowest compared entry with this formula, charge and spin ... 15.53 kJ/mol

XYZ file:
```
90
Properties=species:S:1:pos:R:3:mulliken_charge:R:1
Cd 1.137 2.336 -0.304 0.629
C 0.360 -2.778 -1.084 -0.406
C 0.786 -2.476 -2.311 -0.336
C -0.046 -2.486 -3.562 -0.883
C -0.821 -1.188 -3.846 0.114
C -1.906 -0.804 -2.872 -0.636
C -2.461 -1.577 -1.910 -0.284
C -2.182 -3.037 -1.625 -1.167
C -0.991 -3.322 -0.694 0.649
C -0.229 3.941 -0.838 -1.082
H 1.061 -2.728 -0.237 0.287
H 1.846 -2.205 -2.481 0.288
H -0.749 -3.331 -3.560 0.325
H 0.635 -2.633 -4.415 0.417
H -0.120 -0.343 -3.922 -0.115
H -1.264 -1.279 -4.850 0.391
H -2.385 0.159 -3.081 0.437
H -3.265 -1.152 -1.287 0.345
H -2.094 -3.655 -2.528 0.427
H -3.063 -3.409 -1.074 0.426
H -1.197 -2.874 0.288 -0.482
H -0.967 -4.415 -0.501 0.362
H -0.782 4.276 0.050 0.350
H -0.958 3.579 -1.571 0.214
H 0.380 4.754 -1.252 0.242
P 3.634 4.160 -6.597 0.162
P 0.966 5.718 -7.006 -0.024
C 2.471 3.617 -7.881 -0.773
C 1.410 4.421 -8.154 -0.860
C 5.164 4.346 -7.656 0.316
C 5.297 3.700 -8.888 0.144
C 6.431 3.870 -9.689 -0.619
C 7.462 4.713 -9.263 -0.417
C 7.339 5.388 -8.040 -0.515
C 6.196 5.214 -7.251 -0.470
C 3.830 2.566 -5.708 0.484
C 2.722 2.148 -4.949 -0.744
C 2.775 0.940 -4.256 -0.357
C 3.932 0.153 -4.323 -0.578
C 5.037 0.579 -5.069 -0.614
C 4.999 1.801 -5.749 -0.440
C 0.496 6.958 -8.363 0.212
C 1.519 7.418 -9.211 -0.295
C 1.226 8.287 -10.267 -0.607
C -0.089 8.724 -10.480 -0.415
C -1.106 8.297 -9.621 -0.557
C -0.807 7.433 -8.557 -0.295
C -0.695 5.133 -6.490 0.388
C -1.322 5.795 -5.416 -0.482
C -2.604 5.419 -5.025 -0.558
C -3.262 4.367 -5.678 -0.490
C -2.619 3.686 -6.719 -0.684
C -1.331 4.058 -7.114 0.026
H 2.660 2.673 -8.409 0.747
H 0.808 4.321 -9.060 0.876
H 4.481 3.057 -9.233 0.196
H 6.497 3.354 -10.653 0.373
H 8.353 4.856 -9.884 0.352
H 8.129 6.057 -7.697 0.367
H 6.085 5.738 -6.297 0.361
H 1.811 2.758 -4.921 0.451
H 1.918 0.598 -3.678 0.488
H 3.966 -0.808 -3.799 0.351
H 5.928 -0.042 -5.127 0.382
H 5.870 2.147 -6.319 0.332
H 2.546 7.077 -9.059 0.413
H 2.019 8.603 -10.944 0.367
H -0.325 9.375 -11.325 0.349
H -2.138 8.613 -9.781 0.365
H -1.598 7.107 -7.881 0.298
H -0.801 6.621 -4.928 0.381
H -3.103 5.974 -4.228 0.419
H -4.283 4.097 -5.392 0.399
H -3.123 2.872 -7.243 0.398
H -0.840 3.514 -7.923 0.349
C -0.595 -2.385 2.741 -0.798
Si -0.131 -0.849 3.759 0.407
C -1.716 -0.441 4.738 -1.025
C 1.013 -1.523 5.121 -1.098
C 0.283 0.448 2.471 -0.349
C 0.608 1.179 1.492 0.022
H -0.758 -3.274 3.370 0.295
H 0.195 -2.583 2.012 0.061
H -1.505 -2.200 2.164 0.203
H -1.720 -1.076 5.637 0.256
H -1.815 0.609 5.044 0.311
H -2.574 -0.719 4.110 0.311
H 1.690 -2.277 4.701 0.322
H 1.635 -0.818 5.683 0.344
H 0.408 -2.047 5.880 0.275
```

Entry 3:
C3H10O3 | ωB97M-V/def2-TZVPD

Output
Structure (SMILES) ... OCCCO.O
LUMO level ... 0.654 eV
HOMO level ... -10.314 eV
Kohn-Sham gap ... 10.968 eV
ΔE to the lowest compared entry with this formula, charge and spin ... 80.42 kJ/mol

XYZ file:
```
16
Properties=species:S:1:pos:R:3:mulliken_charge:R:1
O -1.164 -0.905 -1.430 -0.532
C -0.594 0.090 -0.556 -0.456
C 0.911 -0.147 -0.413 -0.295
C 1.535 1.129 0.144 -0.600
O 2.779 1.029 0.840 -0.532
H -1.048 -1.785 -1.035 0.326
H -0.916 1.017 -1.027 0.330
H -1.002 -0.095 0.438 0.178
H 1.032 -0.883 0.393 0.248
H 1.323 -0.509 -1.353 0.333
H 1.683 1.831 -0.685 0.309
H 0.856 1.567 0.876 0.345
H 3.440 0.716 0.207 0.305
O -3.125 -1.232 1.435 -0.627
H -2.284 -1.451 1.037 0.335
H -3.426 -0.372 1.128 0.332
```

Entry 4:
C10H18O2Si2 | ωB97M-V/def2-TZVPD

Output
Structure (SMILES) ... C[Si](C)(O)c1ccc([Si](C)(C)O)cc1
LUMO level ... 0.517 eV
HOMO level ... -9.218 eV
Kohn-Sham gap ... 9.736 eV
ΔE to the lowest compared entry with this formula, charge and spin ... 0.00 kJ/mol

XYZ file:
```
32
Properties=species:S:1:pos:R:3:mulliken_charge:R:1
C 0.064 1.837 3.768 -1.135
Si 1.187 0.663 2.852 0.391
C 2.986 1.248 2.860 -1.092
O 1.068 -0.747 3.728 -0.634
C 0.361 0.561 1.165 0.671
C 0.989 0.722 -0.013 -0.567
C 0.409 0.410 -1.227 -0.470
C -0.880 -0.128 -1.271 0.431
Si -1.313 -1.174 -2.725 0.474
C -1.650 0.050 -4.152 -1.017
C 0.144 -2.270 -3.178 -1.091
O -2.580 -2.261 -2.438 -0.638
C -1.564 -0.176 -0.063 -0.900
C -0.971 0.144 1.157 -0.501
H -0.102 1.620 4.823 0.343
H -0.857 1.870 3.211 0.401
H 0.550 2.805 3.703 0.294
H 3.076 2.275 2.496 0.334
H 3.642 0.596 2.297 0.313
H 3.292 1.221 3.904 0.313
H 0.172 -0.984 4.045 0.330
H 2.031 1.012 -0.070 0.300
H 0.979 0.431 -2.152 0.457
H -1.572 -0.561 -5.058 0.303
H -2.662 0.433 -4.016 0.269
H -0.924 0.857 -4.190 0.346
H 0.361 -2.219 -4.237 0.344
H -0.193 -3.289 -3.009 0.286
H 1.036 -2.005 -2.614 0.380
H -3.002 -2.373 -1.561 0.311
H -2.575 -0.513 -0.082 0.327
H -1.504 -0.057 2.045 0.425
```

Entry 5:
C6H10O | ωB97M-V/def2-TZVPD

Output
LUMO level ... 0.911 eV
HOMO level ... -8.740 eV
Kohn-Sham gap ... 9.651 eV
ΔE to the lowest compared entry with this formula, charge and spin ... 360.52 kJ/mol

XYZ file:
```
17
Properties=species:S:1:pos:R:3:mulliken_charge:R:1
C 1.101 2.229 0.229 -1.188
C 0.644 0.727 0.315 0.483
C 0.111 0.162 -0.994 -0.695
C -0.480 -0.745 0.048 0.812
C -1.590 -1.715 -0.253 -1.396
C 0.747 -0.944 0.911 -0.684
O -0.724 0.435 0.920 -0.504
H 2.152 2.365 -0.063 0.313
H 0.951 2.776 1.160 0.329
H 0.526 2.778 -0.552 0.305
H -0.669 0.815 -1.414 0.333
H 0.768 -0.241 -1.767 0.310
H -1.231 -2.426 -1.009 0.318
H -2.449 -1.186 -0.682 0.324
H -1.922 -2.281 0.621 0.352
H 1.705 -1.357 0.659 0.317
H 0.363 -1.392 1.870 0.271
```

Entry 6:
C39H33BrLaN10O2S | ωB97M-V/def2-TZVPD

Output
LUMO level (spin up / spin down) ... -3.574 / -3.579 eV
HOMO level (spin up / spin down) ... -9.433 / -9.428 eV
Kohn-Sham gap (spin up / spin down) ... 5.859 / 5.849 eV
ΔE to the lowest compared entry with this formula, charge and spin ... 31.24 kJ/mol
Total charge ... +1

XYZ file:
```
87
Properties=species:S:1:pos:R:3:mulliken_charge:R:1
La 0.009 0.232 -0.300 0.396
C -3.350 -0.649 -5.112 -0.598
C -3.205 -1.658 -4.173 -0.736
C -2.908 -1.342 -2.853 0.124
C -2.754 -0.021 -2.458 -0.818
C -2.908 0.990 -3.403 0.384
C -3.206 0.678 -4.719 -0.842
N -2.388 0.285 -1.110 0.648
C -3.239 1.014 -0.398 0.359
C -4.622 1.217 -0.773 -0.771
C -5.468 1.913 0.018 -0.673
C -5.049 2.511 1.252 -0.762
C -3.764 2.385 1.641 -0.621
C -2.830 1.655 0.837 0.548
N -1.509 1.616 1.140 1.297
N -1.101 2.256 2.178 -1.191
C 0.290 2.254 2.384 -0.125
C 0.728 2.924 3.530 -0.562
C 2.077 2.991 3.789 -0.432
C 2.979 2.396 2.906 -0.929
C 2.471 1.749 1.804 -0.398
N 1.155 1.670 1.539 0.138
H -3.579 -0.890 -6.141 0.409
H -3.330 -2.694 -4.461 0.433
H -2.813 -2.125 -2.109 0.482
H -2.776 2.023 -3.102 0.494
H -3.322 1.474 -5.444 0.405
H -4.976 0.767 -1.689 0.487
H -6.502 2.016 -0.287 0.410
H -5.760 3.059 1.853 0.411
H -3.406 2.832 2.556 0.466
H -0.010 3.378 4.175 0.533
H 2.433 3.511 4.669 0.404
H 4.046 2.439 3.065 0.495
H 3.120 1.270 1.081 0.428
C -0.038 -4.006 -2.456 -1.665
C -0.117 -2.872 -1.488 0.353
N 0.160 -1.664 -1.850 1.937
N 0.517 -1.526 -3.166 -1.651
C 0.677 -0.288 -3.621 0.486
N 0.991 -0.251 -4.930 -0.279
S 0.575 1.286 -2.854 -0.558
C -0.609 -3.088 -0.083 0.690
C -0.874 -4.358 0.418 -1.090
C -1.380 -4.494 1.703 -0.700
C -1.616 -3.369 2.471 -1.038
C -1.311 -2.138 1.917 -0.352
N -0.819 -2.003 0.688 0.673
H 0.921 -3.983 -2.972 0.317
H -0.794 -3.867 -3.233 0.209
H -0.176 -4.978 -1.996 0.551
H 0.968 -1.110 -5.453 0.236
H 1.045 0.629 -5.408 0.266
H -0.701 -5.236 -0.182 0.356
H -1.595 -5.480 2.094 0.471
H -2.025 -3.429 3.469 0.493
H -1.477 -1.222 2.477 0.431
C 1.874 -1.681 2.592 -1.442
O 1.996 -1.347 1.210 0.740
C 3.089 -1.833 0.542 -0.235
C 3.836 -2.915 0.961 -0.512
C 4.903 -3.336 0.172 -0.881
Br 5.924 -4.815 0.734 -0.197
C 5.214 -2.696 -1.006 -0.710
C 4.463 -1.594 -1.424 0.575
C 3.395 -1.157 -0.639 1.112
O 2.604 -0.110 -0.965 -0.056
C 4.752 -0.880 -2.673 -0.052
N 4.064 0.170 -3.050 -0.009
C 4.606 0.566 -4.265 0.012
C 4.254 1.622 -5.104 -0.680
C 4.977 1.776 -6.268 -0.620
C 6.030 0.902 -6.598 -0.427
C 6.388 -0.147 -5.775 -1.082
C 5.652 -0.290 -4.603 0.631
N 5.729 -1.205 -3.560 -0.114
H 1.555 -2.718 2.713 0.339
H 1.120 -1.016 3.005 0.252
H 2.823 -1.512 3.103 0.516
H 3.601 -3.439 1.876 0.588
H 6.046 -3.052 -1.598 0.543
H 2.927 0.272 -1.857 0.336
H 3.448 2.292 -4.834 0.518
H 4.737 2.587 -6.942 0.411
H 6.574 1.057 -7.519 0.395
H 7.200 -0.814 -6.033 0.408
H 6.387 -1.959 -3.475 0.210
```

| no. | energy (eV) |
| --- | --- |
| 1 | -29458.748 |
| 2 | -73240.587 |
| 3 | -9414.699 |
| 4 | -30515.784 |
| 5 | -8427.504 |
| 6 | -141711.347 |